1.
{"formula": "C12H10AuN4O4", "method": "ωB97M-V with the def2-TZVPD basis set", "charge": 1, "largest_force_ha_per_bohr": 0.016, "mol_weight_g_mol": 471.2, "lumo_energy_ha": -0.165, "e_homo_ev": -13.3, "gap_ev": 8.758, "symbols": ["Au", "O", "C", "N", "C", "C", "C", "C", "C", "C", "N", "C", "C", "C", "C", "C", "N", "H", "H", "H", "H", "H", "H", "H", "H", "H", "H", "O", "N", "O", "O"], "positions_angstrom": [[0.16, 0.07, 0.34], [3.21, -1.29, -1.89], [2.22, -1.16, -1.21], [1.70, 0.03, -0.81], [2.36, 1.30, -1.08], [1.43, 2.41, -0.65], [1.67, 3.74, -0.92], [0.76, 4.70, -0.49], [-0.37, 4.30, 0.21], [-0.56, 2.96, 0.47], [0.33, 2.05, 0.04], [1.39, -2.30, -0.70], [1.72, -3.61, -0.95], [0.90, -4.61, -0.44], [-0.23, -4.26, 0.28], [-0.50, -2.92, 0.51], [0.29, -1.96, 0.02], [2.61, 1.38, -2.14], [3.30, 1.38, -0.52], [2.56, 4.02, -1.47], [0.94, 5.74, -0.69], [-1.10, 5.02, 0.56], [-1.41, 2.59, 1.03], [2.61, -3.81, -1.52], [1.13, -5.65, -0.62], [-0.90, -5.00, 0.68], [-1.36, -2.60, 1.08], [-1.46, 0.38, 1.49], [-1.43, -0.38, 2.62], [-2.32, -0.22, 3.39], [-0.49, -1.15, 2.69]]}

***

2.
{"formula": "C12H10Cl2N2OS", "method": "ωB97M-V with the def2-TZVPD basis set", "largest_force_ha_per_bohr": 0.022, "mol_weight_g_mol": 301.2, "lumo_energy_ha": 0.015, "e_homo_ev": -8.5, "smiles": "CC(=O)Nc1ncc(Cc2cccc(Cl)c2Cl)s1", "gap_ev": 8.944, "symbols": ["C", "C", "O", "N", "C", "N", "C", "C", "S", "C", "C", "C", "C", "C", "C", "C", "Cl", "Cl", "H", "H", "H", "H", "H", "H", "H", "H", "H", "H"], "positions_angstrom": [[4.82, -0.41, -1.13], [4.80, -0.99, 0.26], [5.78, -1.43, 0.82], [3.59, -1.01, 0.92], [2.33, -0.61, 0.61], [1.37, -0.70, 1.46], [0.20, -0.25, 0.96], [0.23, 0.22, -0.31], [1.85, 0.08, -0.94], [-0.87, 0.80, -1.15], [-2.20, 0.67, -0.47], [-2.81, 1.77, 0.12], [-4.03, 1.65, 0.77], [-4.66, 0.42, 0.83], [-4.07, -0.68, 0.24], [-2.84, -0.56, -0.40], [-2.11, -1.95, -1.11], [-4.86, -2.21, 0.32], [-5.61, 0.32, 1.32], [-4.48, 2.51, 1.22], [-2.31, 2.73, 0.08], [-0.65, 1.85, -1.35], [-0.89, 0.28, -2.11], [-0.67, -0.28, 1.59], [3.65, -1.41, 1.86], [4.47, 0.62, -1.11], [5.83, -0.45, -1.51], [4.16, -0.98, -1.78]]}

***

3.
{"formula": "C12H10Cl4N2O2STi", "method": "ωB97M-V with the def2-TZVPD basis set", "charge": 1, "s2": 0.755, "largest_force_ha_per_bohr": 0.013, "mol_weight_g_mol": 436.0, "multiplicity": 2, "lumo_energy_ha": [-0.146, -0.134], "e_homo_ev": [-11.6, -11.7], "gap_ev": [7.662, 8.062], "symbols": ["Ti", "Cl", "C", "C", "C", "C", "C", "Cl", "C", "S", "H", "H", "H", "Cl", "C", "Cl", "C", "O", "O", "H", "C", "C", "N", "C", "C", "N", "H", "H", "H", "H", "H", "H"], "positions_angstrom": [[-0.48, -0.15, -0.59], [2.09, -0.25, -0.68], [2.34, 1.34, 0.07], [3.49, 2.02, -0.28], [3.72, 3.26, 0.29], [2.80, 3.78, 1.19], [1.66, 3.07, 1.52], [0.54, 3.77, 2.63], [1.39, 1.82, 0.97], [-0.05, 0.91, 1.43], [4.19, 1.59, -0.99], [4.61, 3.81, 0.04], [2.97, 4.75, 1.64], [-0.61, -0.75, -3.27], [-1.38, 0.87, -3.14], [-0.23, 1.94, -2.29], [-2.63, 0.70, -2.23], [-3.72, 0.95, -2.65], [-2.29, 0.26, -1.04], [-1.60, 1.25, -4.13], [-2.68, -1.67, 1.63], [-1.62, -2.52, 1.03], [-0.71, -2.14, 0.14], [0.06, -3.25, -0.17], [-0.39, -4.30, 0.55], [-1.44, -3.82, 1.29], [-2.25, -0.73, 2.00], [-3.15, -2.18, 2.47], [-3.44, -1.43, 0.89], [0.87, -3.21, -0.88], [-0.06, -5.32, 0.60], [-2.00, -4.36, 1.94]]}

***

4.
{"formula": "C12H10ClCoF3O3S2Te", "method": "ωB97M-V with the def2-TZVPD basis set", "charge": -2, "s2": 0.774, "largest_force_ha_per_bohr": 0.003, "mol_weight_g_mol": 545.3, "multiplicity": 2, "lumo_energy_ha": [0.161, 0.161], "e_homo_ev": [-1.3, -1.3], "gap_ev": [5.669, 5.723], "symbols": ["Co", "Te", "C", "C", "C", "C", "S", "H", "H", "H", "C", "C", "C", "C", "C", "C", "H", "H", "H", "H", "H", "Cl", "C", "H", "H", "F", "C", "F", "F", "S", "O", "O", "O"], "positions_angstrom": [[0.50, 0.19, -0.69], [-1.02, -0.44, -2.77], [-1.09, -2.55, -2.62], [-1.14, -3.34, -1.50], [-1.20, -4.74, -1.79], [-1.20, -5.01, -3.12], [-1.11, -3.55, -4.03], [-1.12, -2.93, -0.50], [-1.24, -5.50, -1.02], [-1.23, -5.97, -3.60], [1.06, 1.11, 3.99], [0.50, -0.09, 3.56], [0.37, -0.36, 2.21], [0.77, 0.54, 1.21], [1.31, 1.74, 1.67], [1.46, 2.02, 3.03], [1.17, 1.32, 5.05], [0.16, -0.82, 4.30], [-0.07, -1.32, 1.92], [1.61, 2.50, 0.96], [1.89, 2.97, 3.33], [3.29, -1.05, -0.55], [1.47, -1.47, -0.55], [1.36, -2.07, 0.35], [1.38, -2.12, -1.42], [-1.55, 3.93, 0.82], [-1.68, 4.11, -0.50], [-2.77, 3.44, -0.90], [-1.94, 5.42, -0.70], [-0.17, 3.59, -1.42], [-0.52, 3.85, -2.79], [0.86, 4.42, -0.85], [-0.10, 2.18, -1.07]]}

***

5.
{"formula": "C12H10ClIO9P2Ti", "method": "ωB97M-V with the def2-TZVPD basis set", "charge": -2, "s2": 2.013, "largest_force_ha_per_bohr": 0.088, "mol_weight_g_mol": 570.4, "multiplicity": 3, "lumo_energy_ha": [0.172, 0.172], "e_homo_ev": [-1.6, -2.8], "gap_ev": [6.296, 7.503], "symbols": ["Ti", "O", "P", "O", "O", "O", "P", "O", "O", "O", "H", "H", "I", "C", "C", "C", "C", "C", "C", "C", "C", "C", "C", "H", "H", "H", "H", "H", "H", "Cl", "C", "C", "O", "O", "H", "H"], "positions_angstrom": [[0.44, 0.11, -1.22], [-3.53, -0.37, -2.19], [-2.19, -0.75, -3.04], [-2.46, -0.71, -4.48], [-1.02, 0.08, -2.55], [-1.84, -2.26, -2.55], [-1.33, -2.43, -0.98], [-1.17, -4.01, -0.83], [-2.47, -2.00, -0.14], [0.05, -1.83, -0.84], [-3.53, -1.01, -1.47], [-1.97, -4.34, -0.39], [2.87, -0.87, -2.19], [2.12, -0.79, 1.68], [2.74, -1.53, 2.58], [2.43, -1.28, 3.94], [1.47, -0.36, 4.15], [0.62, 0.24, 3.17], [-0.54, 0.89, 3.50], [-1.31, 1.28, 2.38], [-1.02, 1.16, 1.04], [0.17, 0.51, 0.79], [1.05, 0.09, 1.88], [3.34, -2.35, 2.25], [2.96, -1.77, 4.66], [1.18, -0.24, 5.19], [-0.78, 1.13, 4.53], [-2.33, 1.74, 2.64], [-1.59, 1.81, 0.28], [0.36, 4.12, -4.53], [0.94, 2.68, -3.68], [1.38, 2.94, -2.26], [2.29, 3.68, -2.02], [0.79, 2.11, -1.39], [1.81, 2.33, -4.27], [0.06, 2.00, -3.65]]}

***

6.
{"formula": "C12H10CrN6OS2", "method": "ωB97M-V with the def2-TZVPD basis set", "s2": 6.024, "largest_force_ha_per_bohr": 0.025, "mol_weight_g_mol": 370.4, "multiplicity": 5, "lumo_energy_ha": [-0.037, -0.045], "e_homo_ev": [-8.0, -8.3], "gap_ev": [7.021, 7.072], "symbols": ["Cr", "C", "S", "C", "S", "N", "N", "C", "C", "C", "C", "C", "C", "N", "H", "H", "H", "H", "H", "H", "H", "H", "N", "C", "O", "C", "C", "N", "C", "N", "H", "H"], "positions_angstrom": [[0.18, 0.03, -0.29], [-2.49, 2.87, -3.93], [-3.36, 1.54, -3.08], [-2.10, 0.81, -2.12], [-0.47, 1.32, -2.21], [-2.62, -0.11, -1.32], [-1.67, -0.65, -0.50], [-2.02, -1.63, 0.25], [-0.95, -2.20, 1.09], [-1.14, -3.27, 1.94], [-0.06, -3.75, 2.66], [1.18, -3.16, 2.52], [1.29, -2.08, 1.65], [0.25, -1.62, 0.96], [-3.21, 3.26, -4.65], [-1.62, 2.49, -4.45], [-2.20, 3.65, -3.23], [-3.03, -2.00, 0.23], [-2.13, -3.72, 2.02], [-0.19, -4.59, 3.34], [2.04, -3.50, 3.07], [2.23, -1.57, 1.50], [4.28, 1.14, -0.38], [2.97, 1.17, -0.06], [2.23, 0.23, -0.48], [2.48, 2.23, 0.75], [1.11, 2.10, 1.05], [0.00, 1.77, 1.17], [3.31, 3.28, 1.21], [4.07, 4.09, 1.53], [4.88, 1.90, -0.12], [4.59, 0.46, -1.04]]}

***

7.
{"formula": "C12H10FN4OsS2", "method": "ωB97M-V with the def2-TZVPD basis set", "charge": 1, "s2": 6.024, "largest_force_ha_per_bohr": 0.005, "mol_weight_g_mol": 483.6, "multiplicity": 5, "lumo_energy_ha": [-0.116, -0.195], "e_homo_ev": [-10.9, -11.7], "gap_ev": [7.729, 6.352], "symbols": ["Os", "N", "C", "C", "N", "C", "C", "N", "C", "C", "N", "H", "H", "H", "H", "H", "H", "S", "C", "C", "C", "C", "C", "C", "S", "H", "H", "H", "H", "F"], "positions_angstrom": [[-0.58, 1.15, 0.07], [-1.36, -0.37, 3.89], [-0.67, 0.72, 4.39], [-0.22, 1.41, 3.31], [-0.64, 0.76, 2.17], [-1.32, -0.31, 2.55], [-1.88, -1.21, 1.55], [-1.58, -1.03, 0.28], [-2.28, -1.97, -0.43], [-3.02, -2.72, 0.44], [-2.74, -2.24, 1.69], [-1.79, -1.08, 4.45], [-0.55, 0.89, 5.44], [0.36, 2.31, 3.28], [-2.21, -2.04, -1.50], [-3.68, -3.55, 0.28], [-3.14, -2.58, 2.55], [-0.43, 1.42, -2.19], [1.22, 1.09, -2.60], [1.62, 1.16, -3.93], [2.93, 0.90, -4.28], [3.85, 0.57, -3.29], [3.47, 0.50, -1.95], [2.15, 0.76, -1.60], [1.66, 0.68, 0.09], [0.89, 1.42, -4.69], [3.24, 0.95, -5.31], [4.88, 0.38, -3.55], [4.19, 0.25, -1.18], [-2.38, 1.78, 0.08]]}

***

8.
{"formula": "C12H10FNO4S2", "method": "ωB97M-V with the def2-TZVPD basis set", "largest_force_ha_per_bohr": 0.033, "mol_weight_g_mol": 315.3, "lumo_energy_ha": -0.054, "e_homo_ev": -7.3, "gap_ev": 5.827, "symbols": ["F", "N", "C", "C", "C", "C", "C", "H", "H", "H", "H", "H", "C", "C", "C", "C", "C", "C", "S", "O", "O", "C", "S", "O", "O", "H", "H", "H", "H", "H"], "positions_angstrom": [[3.16, -0.02, -0.56], [4.02, -0.01, -1.85], [4.35, -1.18, -2.39], [5.06, -1.20, -3.59], [5.43, 0.00, -4.20], [5.06, 1.20, -3.58], [4.34, 1.16, -2.39], [4.04, -2.08, -1.89], [5.33, -2.16, -4.04], [5.99, 0.00, -5.14], [5.32, 2.15, -4.03], [4.03, 2.06, -1.88], [-3.11, -0.71, 1.32], [-1.91, -1.42, 1.39], [-0.72, -0.70, 1.44], [-0.72, 0.68, 1.44], [-1.91, 1.39, 1.39], [-3.11, 0.69, 1.32], [0.92, 1.43, 1.49], [1.03, 2.29, 0.34], [1.08, 1.96, 2.83], [1.78, -0.01, 1.27], [0.92, -1.45, 1.50], [1.08, -1.98, 2.83], [1.03, -2.32, 0.34], [-4.05, -1.26, 1.26], [-1.89, -2.50, 1.41], [-1.88, 2.48, 1.41], [-4.05, 1.24, 1.26], [2.84, -0.01, 1.34]]}